{
  "formula": "C31H46N2O23",
  "method": "the ωB97M-V functional and the def2-TZVPD basis",
  "energy_ha": -3048.94984,
  "total_charge": 0,
  "e_homo_ev": -9.06,
  "orbital_gap_ev": 8.871,
  "e_lumo_ev": -0.191,
  "smiles": "[H]/N=C(/C)C[C@@H]1CC(=O)O[C@@H]1CCCN.O=C1OCCO1.O=C1OCCO1.O=C1OCCO1.O=C1OCCO1.O=C1OCCO1.O=C1OCCO1.O=C1OCCO1",
  "e_above_lowest_kcal_mol": 0.0,
  "fmax_ha_per_bohr": 0.05015,
  "elements": ["C", "C", "N", "C", "C", "C", "C", "O", "O", "C", "C", "C", "C", "N", "H", "H", "H", "H", "H", "H", "H", "H", "H", "H", "H", "H", "H", "H", "H", "H", "H", "H", "C", "C", "O", "C", "O", "O", "H", "H", "H", "H", "C", "C", "O", "C", "O", "O", "H", "H", "H", "H", "C", "C", "O", "C", "O", "O", "H", "H", "H", "H", "C", "C", "O", "C", "O", "O", "H", "H", "H", "H", "C", "C", "O", "C", "O", "O", "H", "H", "H", "H", "C", "C", "O", "C", "O", "O", "H", "H", "H", "H", "C", "C", "O", "C", "O", "O", "H", "H", "H", "H"],
  "coordinates": [[4.80579, -0.63095, 0.10544], [3.63820, 0.23395, 0.44060], [3.82863, 1.21764, 1.21155], [2.31676, -0.17084, -0.15478], [1.60754, 0.93643, -0.88192], [1.01887, 2.11825, -0.09294], [0.04172, 2.69386, -1.09576], [-0.39260, 3.83300, -1.14003], [-0.29548, 1.74972, -2.00781], [0.38124, 0.52946, -1.70086], [-0.46028, -0.67723, -1.33323], [-1.34525, -0.62590, -0.08867], [-2.29638, 0.56695, 0.02299], [-3.60850, 0.07465, 0.49379], [5.54079, -0.46138, 0.88030], [5.26515, -0.33740, -0.82719], [4.55248, -1.67947, 0.14361], [2.94439, 1.69937, 1.37019], [1.68432, -0.61500, 0.60632], [2.51789, -0.93945, -0.88867], [2.27634, 1.38017, -1.61134], [0.63916, 1.92136, 0.89597], [1.80207, 2.86684, -0.02680], [0.79973, 0.21866, -2.65717], [0.23565, -1.49265, -1.19665], [-1.06666, -0.92396, -2.19508], [-1.98878, -1.49549, -0.13234], [-0.77868, -0.73304, 0.82784], [-2.47482, 1.06335, -0.91607], [-1.88676, 1.24092, 0.77405], [-4.28584, 0.81097, 0.36477], [-3.57425, -0.14593, 1.47969], [-5.60256, -3.51677, 1.07782], [-5.20187, -4.63782, 2.01478], [-3.95562, -4.16542, 2.53533], [-3.94209, -2.81230, 2.42279], [-3.12218, -2.10520, 2.90938], [-4.98120, -2.38317, 1.68005], [-6.67746, -3.37241, 1.01364], [-5.19860, -3.64585, 0.07160], [-5.90429, -4.76445, 2.84040], [-5.06868, -5.59194, 1.51156], [0.69551, -3.57827, -4.14294], [0.97950, -4.69100, -3.16015], [2.27144, -4.33046, -2.65250], [2.42763, -2.99828, -2.81337], [3.31609, -2.36269, -2.34036], [1.44274, -2.48258, -3.57370], [-0.35757, -3.32597, -4.21456], [1.07857, -3.78548, -5.13041], [0.27213, -4.71078, -2.32824], [1.00810, -5.67199, -3.62634], [-5.16450, 3.34637, 3.50256], [-4.28426, 2.15706, 3.82490], [-5.13461, 1.05555, 3.48565], [-6.04811, 1.48189, 2.58984], [-6.78339, 0.77126, 1.98836], [-6.00832, 2.83213, 2.46331], [-4.60488, 4.20845, 3.14930], [-5.79009, 3.64610, 4.34541], [-3.39017, 2.11612, 3.20401], [-3.98821, 2.10658, 4.86576], [-2.69621, -7.37691, -6.32756], [-3.31901, -6.17998, -5.63928], [-2.17459, -5.35952, -5.36854], [-1.20018, -5.69124, -6.24934], [-0.19239, -5.07969, -6.39217], [-1.53033, -6.80516, -6.93386], [-3.33941, -7.82220, -7.08081], [-2.38245, -8.14912, -5.62363], [-3.99955, -5.62883, -6.28936], [-3.83474, -6.43447, -4.71784], [8.55129, -2.23512, 1.09233], [7.97426, -2.20860, 2.48213], [8.05423, -3.58051, 2.87809], [9.03586, -4.17073, 2.14294], [9.46504, -5.25474, 2.34125], [9.45379, -3.34296, 1.14670], [9.08106, -1.32058, 0.83903], [7.79628, -2.43342, 0.32891], [8.56894, -1.60768, 3.17267], [6.94582, -1.85782, 2.50600], [-1.43165, 7.89889, -1.06598], [-0.94440, 6.87197, -0.06897], [0.35000, 7.39639, 0.29387], [0.33817, 8.73342, 0.05411], [1.19137, 9.48038, 0.39680], [-0.76956, 9.09187, -0.63097], [-2.50940, 8.03327, -1.04841], [-1.11689, 7.67349, -2.08584], [-1.57686, 6.82666, 0.82127], [-0.85496, 5.87628, -0.49259], [1.01248, 5.82919, 3.07457], [2.29358, 5.38915, 3.74917], [1.80968, 4.57156, 4.82160], [0.58430, 4.11864, 4.48675], [-0.01355, 3.28821, 5.08606], [0.12519, 4.73951, 3.37188], [1.12063, 5.96394, 2.00421], [0.60523, 6.74396, 3.50855], [2.92264, 4.77965, 3.09821], [2.88082, 6.21736, 4.13433]]
}